A molecular structure, H26O13 in a non-equilibrium geometry, computed with wB97M-V/def2-TZVPD.

CARTESIAN COORDINATES (ANGSTROEM)
1 O 2.907 2.391 -0.515
2 H 2.443 2.094 -1.391
3 H 2.049 2.365 0.069
4 O 2.004 -1.065 0.829
5 H 2.208 -1.115 1.717
6 H 2.100 -1.941 0.671
7 O 1.329 -3.388 -0.077
8 H 0.426 -2.967 -0.261
9 H 1.458 -4.087 0.687
10 O 0.307 2.882 0.640
11 H -0.166 2.144 0.264
12 H -0.308 3.582 0.955
13 O -1.806 1.594 -2.407
14 H -2.654 1.442 -2.169
15 H -1.724 2.524 -2.232
16 O -0.432 -0.499 -2.754
17 H -1.145 0.178 -2.632
18 H -0.875 -1.358 -2.710
19 O 1.693 2.421 2.369
20 H 1.243 2.587 1.465
21 H 1.000 2.829 3.010
22 O -1.273 0.521 2.184
23 H -0.409 0.268 2.753
24 H -1.117 0.131 1.390
25 O 0.005 -2.904 2.589
26 H 0.113 -2.318 1.919
27 H -0.779 -2.760 3.061
28 O -3.224 -0.333 -0.117
29 H -3.220 0.072 0.812
30 H -2.314 -0.625 0.042
31 O 1.621 1.597 -2.745
32 H 1.195 0.701 -2.698
33 H 2.270 1.629 -3.575
34 O -1.326 -2.678 -0.311
35 H -1.691 -3.393 0.288
36 H -1.930 -2.648 -1.101
37 O -0.229 0.177 0.170
38 H 0.575 -0.098 0.554
39 H -0.305 0.057 -0.753

## Properties
HOMO level (eV): -9.4
ΔE to the lowest compared entry with this formula, charge and spin (eV): 5.1737
Orbital gap (eV): 9.02

natural (NBO) atomic charge list, values in e, 2 entries: -0.978, 0.483

13 unconnected molecules or ions with the total composition H26O13, computed with wB97M-V/def2-TZVPD.

CARTESIAN COORDINATES (ANGSTROEM)
1 O 0.492 2.608 -2.323
2 H 1.291 3.146 -2.354
3 H 0.532 2.162 -1.462
4 O -0.321 0.833 -0.189
5 H 0.462 0.280 -0.313
6 H -0.991 0.227 0.147
7 O -1.462 0.454 -2.796
8 H -1.263 1.376 -3.007
9 H -1.980 0.500 -1.987
10 O -1.872 3.543 0.223
11 H -1.573 2.721 0.632
12 H -1.168 4.174 0.401
13 O 3.506 0.771 -0.146
14 H 2.892 0.366 -0.784
15 H 3.253 0.400 0.724
16 O -2.386 1.295 2.335
17 H -3.020 1.935 2.675
18 H -2.777 0.963 1.501
19 O 2.327 -2.588 1.470
20 H 3.271 -2.690 1.302
21 H 2.181 -1.634 1.467
22 O -1.246 -2.405 -0.185
23 H -1.005 -2.025 0.678
24 H -0.406 -2.425 -0.683
25 O -3.182 -0.571 0.246
26 H -4.000 -0.916 -0.127
27 H -2.542 -1.301 0.147
28 O 1.692 -0.102 -2.156
29 H 2.437 -0.402 -2.693
30 H 1.062 0.274 -2.794
31 O 1.090 -2.945 -1.703
32 H 1.517 -2.194 -1.272
33 H 1.694 -3.683 -1.570
34 O -0.937 -1.201 2.291
35 H -1.323 -1.950 2.763
36 H -1.478 -0.439 2.532
37 O 1.988 0.345 2.060
38 H 1.687 -0.112 2.858
39 H 1.560 1.209 2.095

## Properties
HOMO level (eV): -10.5
ΔE to the lowest compared entry with this formula, charge and spin (eV): 1.0810
Orbital gap (eV): 10.62

natural (NBO) atomic charge list, values in e, 2 entries: -0.970, 0.473

13 unconnected molecules or ions with the total composition H26O13 in a non-equilibrium geometry, computed with wB97M-V/def2-TZVPD.

CARTESIAN COORDINATES (ANGSTROEM)
1 H 0.783 0.447 -0.592
2 H -0.619 1.027 -0.502
3 H -2.928 3.419 0.890
4 H -1.787 3.846 1.798
5 H -1.500 -0.247 -3.942
6 H -0.161 -0.011 -4.622
7 H 2.364 -3.349 1.043
8 H 3.497 -2.701 0.263
9 H 2.601 0.723 -1.695
10 H 3.673 -0.355 -1.688
11 H 0.085 -1.423 3.692
12 H -1.376 -1.027 3.832
13 H -0.226 2.971 -3.046
14 H -0.766 1.792 -2.254
15 H 1.614 -0.141 3.627
16 H 3.091 -0.076 3.275
17 H -0.170 2.242 1.961
18 H -1.163 1.489 2.831
19 H -2.920 -0.933 0.731
20 H -3.754 -0.136 1.722
21 H 2.690 1.602 1.245
22 H 2.362 1.103 -0.153
23 H 0.989 -4.171 -1.195
24 H 0.399 -3.301 -2.293
25 H -3.224 -0.951 -2.122
26 H -3.851 -1.770 -3.239
27 O 0.016 0.495 -0.010
28 O -2.232 3.064 1.454
29 O -0.875 0.451 -4.169
30 O 3.039 -2.664 1.111
31 O 2.738 -0.211 -1.500
32 O -0.659 -1.071 3.189
33 O -0.520 2.720 -2.164
34 O 2.232 -0.313 2.908
35 O -0.681 1.425 1.999
36 O -2.848 -0.412 1.539
37 O 2.505 1.912 0.351
38 O 1.234 -3.669 -1.980
39 O -3.651 -1.797 -2.296

## Properties
HOMO level (eV): -8.8
ΔE to the lowest compared entry with this formula, charge and spin (eV): 5.0104
Orbital gap (eV): 8.71

natural (NBO) atomic charge list, values in e, 2 entries: 0.440, 0.454

13 unconnected molecules or ions with the total composition H26O13 in a non-equilibrium geometry, computed with wB97M-V/def2-TZVPD.

CARTESIAN COORDINATES (ANGSTROEM)
1 O 4.351 2.256 13.297
2 H 4.447 1.289 13.492
3 H 3.687 2.651 13.852
4 O 2.899 -0.648 13.398
5 H 2.650 -0.204 12.644
6 H 3.335 -1.421 13.147
7 O 2.742 3.013 15.964
8 H 2.586 3.788 16.454
9 H 2.644 2.222 16.571
10 O -0.406 -0.057 15.796
11 H -1.170 0.546 15.834
12 H -0.697 -0.690 15.146
13 O -0.577 -0.796 13.293
14 H 0.333 -0.904 13.486
15 H -0.678 0.202 13.259
16 O -1.739 2.103 13.419
17 H -2.359 2.211 12.728
18 H -1.065 2.785 13.358
19 O 4.224 2.473 10.636
20 H 4.353 2.870 11.533
21 H 4.262 3.326 10.097
22 O 2.896 5.033 9.099
23 H 1.947 4.889 9.201
24 H 2.985 5.228 8.152
25 O 0.800 4.046 10.443
26 H 1.009 4.288 11.353
27 H 1.463 3.357 10.148
28 O 1.941 0.941 11.482
29 H 1.062 0.877 10.974
30 H 2.661 1.344 10.907
31 O 1.862 0.550 17.537
32 H 1.047 0.086 17.312
33 H 2.451 -0.201 17.422
34 O 0.934 3.012 13.855
35 H 1.489 2.805 14.595
36 H 1.277 2.427 13.197
37 O -0.403 1.006 9.918
38 H -0.676 1.956 9.796
39 H -0.948 0.346 9.420

## Properties
HOMO level (eV): -10.7
ΔE to the lowest compared entry with this formula, charge and spin (eV): 1.1244
Orbital gap (eV): 10.81

natural (NBO) atomic charge list, values in e, 2 entries: -0.987, 0.504

13 unconnected molecules or ions with the total composition H26O13 in a non-equilibrium geometry, computed with wB97M-V/def2-TZVPD.

CARTESIAN COORDINATES (ANGSTROEM)
1 H -0.080 -0.291 0.470
2 H 1.338 0.260 0.600
3 H -3.616 -0.249 0.343
4 H -5.094 -0.435 0.581
5 H -0.793 -3.374 2.620
6 H -0.876 -3.564 4.101
7 H 5.095 -1.571 0.992
8 H 3.899 -1.922 1.792
9 H -3.299 0.976 -1.969
10 H -3.571 0.846 -3.447
11 H -0.931 2.108 3.868
12 H -0.513 3.350 3.187
13 H 4.612 1.116 -1.602
14 H 4.628 -0.357 -1.973
15 H -0.170 3.169 0.783
16 H 0.669 4.372 1.109
17 H -2.272 -2.123 -0.920
18 H -3.702 -2.587 -0.732
19 H 0.962 -3.724 -0.869
20 H 2.408 -3.292 -0.999
21 H -0.960 1.581 -1.130
22 H -1.435 0.488 -0.082
23 H 3.023 3.035 -0.362
24 H 2.276 4.144 -1.112
25 H -0.705 -0.882 -1.666
26 H -1.107 -0.104 -2.921
27 O 0.893 -0.499 0.184
28 O -4.452 0.270 0.427
29 O -1.219 -2.980 3.443
30 O 4.669 -2.362 1.297
31 O -3.811 0.540 -2.558
32 O -1.182 2.983 3.650
33 O 4.220 0.233 -1.407
34 O 0.220 3.959 0.371
35 O -2.880 -2.924 -1.119
36 O 1.846 -4.028 -0.720
37 O -0.681 0.923 -0.537
38 O 3.019 3.609 -1.177
39 O -0.426 -0.694 -2.517

## Properties
HOMO level (eV): -10.9
ΔE to the lowest compared entry with this formula, charge and spin (eV): 5.7982
Orbital gap (eV): 10.06

natural (NBO) atomic charge list, values in e, 2 entries: 0.443, 0.464

13 unconnected molecules or ions with the total composition H26O13 in a non-equilibrium geometry, computed with wB97M-V/def2-TZVPD.

CARTESIAN COORDINATES (ANGSTROEM)
1 O -1.709 -3.174 0.449
2 H -1.879 -2.251 0.736
3 H -2.463 -3.414 -0.099
4 O 1.174 2.446 2.519
5 H 0.807 3.189 3.007
6 H 0.597 1.697 2.744
7 O 3.043 1.003 -1.175
8 H 3.842 1.519 -1.323
9 H 2.308 1.639 -1.307
10 O -2.854 -0.739 1.166
11 H -2.912 0.072 1.695
12 H -3.771 -0.986 0.996
13 O -1.306 1.381 3.288
14 H -1.452 1.833 4.129
15 H -1.283 0.446 3.521
16 O 0.904 2.648 -1.579
17 H 0.231 3.148 -2.049
18 H 0.420 1.881 -1.216
19 O -0.216 0.526 -0.070
20 H -0.661 0.027 0.622
21 H 0.266 -0.165 -0.574
22 O 1.804 -1.165 -3.860
23 H 1.422 -1.234 -2.966
24 H 2.582 -0.613 -3.732
25 O 2.913 -1.086 1.166
26 H 2.621 -0.649 0.357
27 H 2.118 -1.517 1.535
28 O 0.321 -1.688 1.853
29 H -0.415 -1.543 2.456
30 H 0.343 -2.648 1.725
31 O 0.631 -1.847 -1.395
32 H 1.185 -2.617 -1.213
33 H -0.270 -2.199 -1.413
34 O -2.274 2.366 0.481
35 H -1.611 1.656 0.434
36 H -3.045 2.003 0.034
37 O -0.624 0.321 -3.849
38 H 0.322 0.113 -3.693
39 H -1.107 -0.378 -3.400

## Properties
HOMO level (eV): -10.3
ΔE to the lowest compared entry with this formula, charge and spin (eV): 2.0981
Orbital gap (eV): 9.62

natural (NBO) atomic charge list, values in e, 2 entries: -0.983, 0.498

Which value of ΔE to the lowest compared entry with this formula, charge and spin does entry 6 give? 2.0981 eV

Which value of HOMO level does entry 4 give? -10.7 eV